Molecular formula: C31H41N7TeTi
Method: DFT, wB97M-V/def2-TZVPD

Values from the calculation:
LUMO energy (alpha / beta)   0.010 / 0.010 hartree
Energy   -73651.951 eV
HOMO energy (alpha / beta)   -5.08 / -5.52 eV
M   687.2 g mol⁻¹
ΔE to the lowest compared entry with this formula, charge and spin   1.399 eV
Charge   0

Structure (XYZ):
```
81
Properties=species:S:1:pos:R:3:lowdin_charge:R:1
H -4.50828 1.40975 1.31951 0.1082
C -3.98145 2.92538 -1.65237 -0.0312
C 0.22535 0.41658 2.45720 -0.2641
H -2.83332 -5.53255 3.74345 0.0889
H -2.02286 1.00217 4.93808 0.1034
C -2.31331 1.50468 2.84706 -0.0433
H -0.78248 2.84899 -2.77202 0.0311
N 0.81833 0.09245 -2.55082 -0.0664
H -0.18090 -0.94643 -4.06485 0.0986
C -0.99533 -5.08408 2.71857 -0.1138
H -0.55162 0.75162 -4.05056 0.1151
C -1.26757 -2.65243 -1.67959 -0.1735
H 1.02514 1.08102 -2.44993 0.0447
H 1.79303 4.81915 -2.45928 -0.0182
C -1.64910 -0.37000 -2.60597 -0.1732
H 0.17815 -0.00525 4.59179 0.1018
H -1.62934 4.39460 -2.71761 0.0866
C -1.58747 0.96742 3.94596 -0.0744
C -3.99501 1.84251 0.47324 -0.0151
H -2.04338 0.57316 -2.24707 0.0806
H -2.24194 3.11036 -3.76201 0.0821
H 2.22196 5.73468 -1.00031 -0.0089
C 2.45253 3.35604 1.33590 -0.4217
H 4.61069 -0.06149 -1.03339 0.0837
C -4.69097 2.40619 -0.58060 -0.0533
C -2.59875 2.80276 -1.65042 -0.3566
Te 1.11171 3.33151 -0.32566 1.2247
N 1.17108 -2.27868 -1.40658 -0.1252
H -3.80304 -3.29786 3.29217 0.0949
H -1.46900 -3.16828 -0.74496 0.1027
H 3.42828 2.96087 1.06966 -0.0088
H -2.23227 -1.09738 -0.81205 0.1203
H 4.41501 -1.00671 3.74788 0.0992
H 2.00288 2.71674 2.09496 -0.0084
C 2.42064 -0.50991 3.23599 -0.0315
C -0.37197 -0.10739 -3.39798 -0.1860
H 1.43246 -2.76509 -0.55842 0.1038
C -2.09987 -2.59667 2.20277 -0.0476
C -2.81415 -3.54274 2.92116 -0.1087
H 0.26678 -4.08498 -2.08473 0.1270
C -1.79848 1.35377 1.59338 -0.2487
C -2.27324 -4.79665 3.18138 -0.1282
H 3.11287 -1.61382 -1.47141 0.0945
H 2.01462 -0.82830 4.18757 0.1001
H 0.25797 -2.75363 -3.20981 0.1041
H 2.71154 -2.67284 -2.82042 0.1196
N -0.13180 -1.94975 0.96731 -0.1206
N -1.93148 2.23861 -0.64314 0.0927
C 0.14053 -3.00042 -2.15406 -0.1691
H -2.50403 -1.60531 2.02568 0.0957
H 1.83003 -0.93891 -4.08948 0.1090
C 1.99598 -0.63623 -3.05356 -0.1872
H 2.86408 0.01869 -3.07184 0.1021
N 2.02604 0.08052 0.89743 -0.0160
N -1.42818 -1.20961 -1.42292 -0.1106
C 2.32886 -1.86798 -2.18143 -0.1802
C 3.38968 0.15445 0.74703 -0.3602
C 4.25647 -0.16372 1.74118 -0.0644
C 3.74337 -0.61089 2.99657 -0.0831
C -1.76745 3.31413 -2.80094 -0.0470
H 0.73299 -4.36769 1.65494 0.0963
C -0.37302 0.41071 3.76025 -0.0158
H -5.77271 2.44251 -0.57140 0.1082
H -2.39592 -0.80860 -3.27943 0.1257
H -3.25345 2.01119 2.99567 0.0995
C 3.90145 0.63778 -0.58536 -0.0603
N -0.58014 0.77157 1.36840 -0.0037
H 3.07037 0.81720 -1.25692 0.0196
C 2.24697 4.75331 -1.47006 -0.4664
H 3.27767 4.41854 -1.57396 -0.0086
H -0.55552 -6.05258 2.92644 0.0941
C -0.80881 -2.87757 1.70830 -0.3780
H 2.54305 4.37358 1.70835 0.0011
H 4.42118 1.59075 -0.46742 0.0784
Ti 0.26939 -0.57060 0.01704 0.8406
C -0.27121 -4.14488 1.99811 -0.0531
H -4.48548 3.39399 -2.48823 0.1122
C 1.54785 0.03127 2.22971 -0.2691
H -1.99092 -3.00134 -2.42628 0.1223
H 5.32378 -0.10198 1.57131 0.1048
C -2.59555 1.81998 0.43382 -0.2181
```

=====

Molecular formula: C31H41N7TeTi
Method: DFT, wB97M-V/def2-TZVPD

Values from the calculation:
LUMO energy (alpha / beta)   0.009 / 0.009 hartree
Energy   -73652.733 eV
HOMO energy (alpha / beta)   -4.68 / -4.68 eV
M   687.2 g mol⁻¹
ΔE to the lowest compared entry with this formula, charge and spin   0.617 eV
Charge   0

Structure (XYZ):
```
81
Properties=species:S:1:pos:R:3:lowdin_charge:R:1
C -3.30986 -2.42602 -2.13748 -0.0759
H -0.54185 -4.36536 1.71287 0.1245
N -1.78252 0.33495 1.56221 -0.0363
C -1.05958 -1.70147 -2.78957 -0.0630
N 1.88515 -1.19688 1.84988 -0.0491
H 2.29401 1.04670 -0.00609 -0.0038
C -0.34432 1.77199 2.79218 -0.1904
C -0.26389 1.84632 -1.55796 -0.3839
H -0.37399 -0.88139 -2.58227 0.0227
C 0.57507 -3.48103 0.09455 -0.1546
C -3.02237 -0.33277 1.41258 -0.2646
C 1.25711 3.18892 3.86161 -0.0531
C -0.06028 -2.13425 3.07894 -0.1810
H -1.73417 -2.03958 1.92849 0.0916
Ti -0.24163 -0.29104 0.41373 0.9757
H 2.85853 -2.59354 -1.07391 0.1275
H 5.69407 1.81993 -4.04530 -0.0153
H 0.52909 -2.08318 -1.39403 0.0515
H 1.46861 -3.85272 0.59464 0.0992
H -0.33301 -2.93742 3.77824 0.1235
N 0.18872 0.67303 -0.97488 -0.1150
H -4.77315 1.05198 3.98889 0.0921
C 2.15513 2.85348 2.85251 -0.0335
C -1.16557 4.24533 -2.75425 -0.1168
C -4.09367 -0.04779 2.29824 -0.0327
H 2.41084 -0.89005 -1.02118 0.0400
Te 3.28182 1.40478 -2.96111 1.1537
C -0.24396 4.27341 -1.71603 -0.0980
C 1.77525 1.96498 1.86571 -0.3292
H -5.04945 -0.52258 2.12452 0.1007
H 2.25132 -0.37126 2.30065 0.0885
H 0.37439 -4.17978 -0.72184 0.1257
H -0.37598 -1.18841 3.52785 0.1168
H 1.75770 -3.14980 2.59771 0.1034
N -2.01250 -1.16094 -0.54907 0.0345
C 1.70941 0.84979 -4.28011 -0.4440
H 3.77350 -1.11233 0.88533 0.1112
H -3.37320 -2.86320 -3.12442 0.0990
H 2.05760 0.05844 -4.94008 0.0019
H -1.51094 5.16310 -3.21176 0.0911
H -0.72983 2.90053 4.58353 0.1031
H -1.48138 -1.55974 -3.78421 0.0916
C 2.88423 -1.74187 0.91535 -0.1835
H 3.21832 -2.72138 1.26480 0.1076
H 4.85404 0.59157 -5.01134 -0.0081
C 4.74683 1.54848 -4.50691 -0.4912
C 1.44581 -2.14615 2.88985 -0.1753
H 1.54211 3.87445 4.64920 0.1092
H -0.51055 -2.64910 -2.83089 0.0839
C -0.00288 2.64830 3.82782 -0.0086
H 0.13655 5.22230 -1.35619 0.0980
H 3.14680 3.28509 2.81735 0.1156
H 1.93369 -1.94136 3.84708 0.1252
H 3.63517 1.12376 1.17514 0.0829
C -3.12567 -1.14590 0.29577 -0.2516
H -2.37778 2.96798 -3.98035 0.0984
H 3.11976 2.56388 0.32007 0.0793
C 0.19552 3.10087 -1.12420 -0.0560
C -4.38287 -2.54687 -1.21400 -0.0953
H -1.53645 -3.60129 0.47427 0.1152
C -2.17523 -1.75795 -1.77255 -0.3293
C -1.66680 1.18051 2.64531 -0.2547
C -4.29145 -1.91770 -0.02402 -0.0449
C -1.64486 3.01464 -3.18328 -0.0984
C -0.62009 -3.49008 1.05426 -0.1650
H -5.26184 -3.12594 -1.46786 0.0987
H 0.90699 3.14727 -0.31232 0.0813
C -3.94905 0.81958 3.32951 -0.0925
N -0.74484 -2.24454 1.80070 -0.1192
H 4.46075 2.31983 -5.21714 -0.0053
H -5.09333 -1.98465 0.69719 0.0955
H 1.37218 1.71137 -4.84934 0.0075
H 0.89526 0.49007 -3.65751 -0.0484
C -1.20364 1.83770 -2.60214 -0.0561
N 0.54641 1.39693 1.84963 0.0895
C 2.30778 -1.84056 -0.49735 -0.1905
C 2.75945 1.64065 0.77574 -0.0833
H -1.60857 0.89183 -2.93746 0.0919
H -2.52446 2.09818 4.35819 0.0929
N 0.86801 -2.13825 -0.44380 -0.1143
C -2.67557 1.43317 3.52209 -0.0307
```

=====

Molecular formula: C31H41O2PReS4Sb2
Method: DFT, wB97M-V/def2-TZVPD

Values from the calculation:
LUMO energy   -0.406 hartree
Energy   -104715.888 eV
HOMO energy   -17.22 eV
M   1034.6 g mol⁻¹
ΔE to the lowest compared entry with this formula, charge and spin   0.000 eV
Charge   +3

Structure (XYZ):
```
82
Properties=species:S:1:pos:R:3:lowdin_charge:R:1
H 1.77146 -2.74667 -5.57570 0.1126
H 1.94779 -0.29467 -4.93814 0.1142
S -0.10482 -0.72117 1.69749 0.2775
H 0.52343 -5.14605 -2.62791 0.0829
H 1.46620 0.28031 -3.35297 0.0228
H 2.65796 2.86229 -0.28796 0.0699
C -0.52111 -4.02231 0.48916 -0.1015
H -0.29112 -4.95376 1.01260 0.1160
C -2.63217 -1.00757 -3.47865 -0.0876
H -1.48200 4.98808 -0.48143 0.1307
H -1.59301 -4.01554 0.29331 0.0792
C 0.39873 3.40970 -4.85042 -0.0152
C 0.23385 4.00060 1.82499 -0.0827
H 0.51097 3.64351 -5.90024 0.1292
H -1.32727 2.17186 -5.15578 0.1255
C 1.26956 3.97049 -3.92119 -0.0231
H -2.67784 -0.18780 -2.76679 0.0516
C -0.78470 2.29247 -3.08959 -0.0978
H -1.78585 -3.15908 -4.80839 0.0722
C -3.55071 4.71393 -0.02584 -0.0064
H 0.59527 5.23070 3.53570 0.1296
Sb 2.17534 -0.31612 3.02276 0.3639
H 3.03511 5.34462 3.16138 0.1309
C -3.14738 -2.69541 -1.66298 -0.0860
H -5.56201 4.16134 0.47913 0.1334
Re 0.15644 0.04902 -0.27218 0.5201
H 3.05517 -1.70538 -2.32265 0.0218
C -4.26697 2.45767 0.38367 0.0396
C 2.98766 4.09746 1.41549 -0.0480
H -2.96000 -3.71118 -1.31134 0.0788
H 2.43844 -4.20657 -1.28271 0.0744
H -4.17772 -2.67839 -2.02642 0.1152
H -3.63142 -1.13995 -3.89960 0.1143
H -1.61777 1.68158 -2.76303 0.0872
C -4.55426 3.81340 0.29930 0.0045
H 3.42210 -1.96744 -4.01890 0.1121
H 2.12773 -3.02277 0.01117 0.0293
C 0.32798 -3.99371 -0.76396 -0.6608
S 3.34227 -2.09844 2.69731 0.1389
H -1.09980 -5.22732 -1.87610 0.0741
O -1.74403 0.07170 -0.64620 -0.4395
C 2.41088 4.77237 2.48849 -0.0447
H -0.27183 -3.21388 1.17395 0.0035
C 1.80990 -3.97147 -0.42746 -0.1042
H 4.05649 4.14163 1.25922 0.1278
C 1.22403 -0.44433 -4.13311 -0.1235
H 2.05013 4.64349 -4.24853 0.1284
C 1.04154 4.71321 2.69758 -0.0660
C -0.63155 2.57759 -4.43338 -0.0504
C 0.95616 -2.80704 -4.85081 -0.0870
C 1.12551 3.69606 -2.57193 -0.0545
H -3.08348 -2.00449 -0.82377 0.0562
C 1.32473 -1.89399 -3.68100 -0.6689
H 1.99100 -4.74403 0.32401 0.1106
H -1.97317 -0.74301 -4.30756 0.0776
Sb -0.14978 -2.23471 -2.04017 1.7287
H -3.33894 -3.58034 -4.11971 0.1163
P -0.24739 2.48268 -0.43540 1.0319
C 2.19235 3.37940 0.54318 -0.1392
H -0.83405 3.97138 1.99580 0.1153
C -2.24006 -2.32516 -2.82862 -0.6375
C 0.09774 2.84836 -2.15425 -0.3569
C -2.28189 -3.43234 -3.88150 -0.0824
H -5.03985 1.74043 0.62395 0.1410
C -2.97496 2.00030 0.13540 -0.1336
O -3.38777 -0.27441 0.77245 0.1708
H 0.25669 -6.08100 -1.17248 0.1189
C 0.80360 3.34904 0.72691 -0.3618
C -0.02859 -5.15815 -1.68657 -0.0885
H 0.05434 -2.47770 -5.36210 0.0759
C -2.76524 0.54046 0.17200 -0.5312
H -3.76874 5.76990 -0.10440 0.1321
C -1.95997 2.90908 -0.15639 -0.2967
H -1.90530 -4.39541 -3.54068 0.0712
H 2.85266 -3.30988 -3.04715 0.0796
H 0.85617 -3.85629 -4.57407 0.0833
H 1.78468 4.17381 -1.86011 0.1049
S 2.17370 0.15060 -0.70187 0.3660
C -2.25574 4.26665 -0.24518 -0.0570
C 2.73180 -2.24136 -3.21794 -0.1091
H 0.23971 -0.20606 -4.53455 0.0648
S 1.87130 1.59624 3.96066 0.1847
```